No. 1
This record from the Open Molecules 2025 dataset describes C60H50MgN3O6P2 as an isolated structure at a distorted geometry. The level of theory is ωB97M-V/def2-TZVPD.

Maximum force, eV Å⁻¹: 4.58
Total charge: -1
Spin multiplicity: 1
E_HOMO, eV: -4.99
Energy relative to the best compared isomer or geometry (same formula, charge and spin), kcal per mole: 123.0

Last column: Löwdin charge in e.
Atoms and positions in Å:
1 Mg 0.365 0.368 2.903  0.539
2 O -1.972 4.796 4.760  0.036
3 C -1.027 5.256 3.925  -0.279
4 C -0.861 6.636 3.809  -0.029
5 C 0.125 7.160 2.994  -0.103
6 C 0.962 6.320 2.268  -0.106
7 C 0.785 4.951 2.357  -0.025
8 C -0.200 4.401 3.173  -0.070
9 C -0.329 2.921 3.218  -0.415
10 O 0.225 2.214 2.314  -0.065
11 N -1.044 2.433 4.226  0.049
12 N -1.017 1.060 4.215  -0.027
13 C -1.792 0.400 4.984  -0.053
14 C -1.859 -1.048 4.965  -0.138
15 C -2.631 -1.687 5.942  -0.069
16 C -2.713 -3.061 6.024  -0.127
17 C -1.976 -3.831 5.122  -0.106
18 C -1.238 -3.231 4.125  -0.019
19 C -1.191 -1.828 3.972  -0.331
20 O -0.580 -1.298 2.948  -0.142
21 H -1.857 3.805 4.790  0.061
22 H -1.513 7.280 4.386  0.109
23 H 0.248 8.235 2.930  0.095
24 H 1.742 6.731 1.641  0.091
25 H 1.415 4.269 1.801  0.108
26 H -2.459 0.929 5.670  0.128
27 H -3.163 -1.072 6.661  0.103
28 H -3.319 -3.534 6.786  0.086
29 H -1.976 -4.911 5.208  0.094
30 H -0.674 -3.841 3.429  0.097
31 O 1.397 -0.200 1.272  -0.069
32 C 2.757 -0.599 1.544  -0.251
33 C 3.047 -0.210 3.076  -0.575
34 O 4.217 -0.228 3.426  0.062
35 O 2.022 0.085 3.761  -0.010
36 C 2.977 -2.097 1.460  -0.090
37 C 4.212 -2.573 1.656  -0.020
38 C 4.520 -3.996 1.761  -0.066
39 C 3.567 -4.919 1.713  -0.061
40 C 2.145 -4.543 1.464  -0.192
41 C 1.790 -3.034 1.371  -0.101
42 C 3.680 0.255 0.672  -0.121
43 C 3.805 1.606 0.988  0.016
44 C 4.620 2.435 0.235  -0.037
45 C 5.326 1.925 -0.846  -0.097
46 C 5.175 0.592 -1.193  -0.155
47 C 4.352 -0.237 -0.440  -0.044
48 H 0.905 -0.891 0.802  0.017
49 H 5.023 -1.876 1.813  0.119
50 H 5.555 -4.281 1.910  0.099
51 H 3.791 -5.979 1.785  0.106
52 H 1.475 -5.073 2.144  0.145
53 H 1.060 -2.714 2.117  0.129
54 H 3.256 2.000 1.836  0.135
55 H 4.720 3.478 0.507  0.112
56 H 5.978 2.567 -1.425  0.114
57 H 5.708 0.186 -2.046  0.125
58 H 4.241 -1.275 -0.720  0.132
59 C -1.932 0.453 -2.895  -0.303
60 N -1.193 -0.724 -3.322  -0.150
61 C -0.910 -1.810 -2.387  -0.297
62 P -0.994 -1.533 -0.513  1.115
63 C -2.830 -1.532 -0.321  -0.363
64 C -3.339 -0.460 0.414  -0.119
65 C -4.700 -0.315 0.636  -0.076
66 C -5.584 -1.258 0.135  -0.090
67 C -5.102 -2.299 -0.645  -0.088
68 C -3.741 -2.421 -0.892  -0.105
69 C -0.351 -3.238 -0.181  -0.317
70 C -1.091 -4.347 -0.060  -0.075
71 C -0.527 -5.696 -0.091  -0.083
72 C 0.783 -5.891 -0.202  -0.055
73 C 1.732 -4.759 -0.014  -0.194
74 C 1.157 -3.302 -0.073  -0.172
75 C -1.024 -1.014 -4.666  -0.216
76 C -0.500 -2.259 -5.070  -0.037
77 C -0.275 -2.555 -6.405  -0.103
78 C -0.556 -1.638 -7.404  -0.124
79 C -1.100 -0.418 -7.030  -0.104
80 C -1.342 -0.114 -5.703  -0.043
81 P -1.074 1.552 -1.601  1.088
82 C -1.860 3.131 -2.101  -0.382
83 C -1.145 4.296 -2.364  -0.088
84 C -1.808 5.500 -2.556  -0.090
85 C -3.191 5.563 -2.471  -0.103
86 C -3.915 4.407 -2.209  -0.095
87 C -3.254 3.205 -2.018  -0.111
88 C 0.604 1.657 -2.339  -0.375
89 C 1.673 1.383 -1.487  -0.056
90 C 2.968 1.273 -1.977  -0.101
91 C 3.205 1.433 -3.334  -0.056
92 C 2.154 1.745 -4.188  -0.081
93 C 0.866 1.863 -3.692  -0.108
94 H -2.890 0.148 -2.464  0.077
95 H -2.157 1.073 -3.752  0.059
96 H 0.123 -2.138 -2.550  0.083
97 H -1.555 -2.666 -2.615  0.084
98 H -2.640 0.276 0.795  0.085
99 H -5.070 0.525 1.210  0.106
100 H -6.645 -1.176 0.336  0.099
101 H -5.786 -3.021 -1.074  0.100
102 H -3.417 -3.196 -1.571  0.095
103 H -2.165 -4.280 -0.023  0.084
104 H -1.227 -6.523 -0.130  0.097
105 H 1.200 -6.881 -0.354  0.106
106 H 2.628 -4.873 -0.627  0.145
107 H 1.598 -2.689 -0.868  0.133
108 H -0.267 -3.016 -4.339  0.087
109 H 0.125 -3.528 -6.663  0.098
110 H -0.366 -1.869 -8.444  0.090
111 H -1.348 0.317 -7.787  0.099
112 H -1.790 0.844 -5.495  0.087
113 H -0.064 4.258 -2.414  0.101
114 H -1.239 6.400 -2.753  0.099
115 H -3.703 6.508 -2.599  0.096
116 H -4.994 4.448 -2.128  0.098
117 H -3.825 2.310 -1.789  0.095
118 H 1.482 1.265 -0.426  0.082
119 H 3.783 1.055 -1.297  -0.037
120 H 4.208 1.319 -3.727  0.100
121 H 2.336 1.886 -5.246  0.098
122 H 0.063 2.121 -4.369  0.098

No. 2
This record from the Open Molecules 2025 dataset describes C60H51N3P2PdSSb as an isolated structure at a distorted geometry. The level of theory is ωB97M-V/def2-TZVPD.

Maximum force, eV Å⁻¹: 4.61
Total charge: +1
Spin multiplicity: 1
E_HOMO, eV: -9.83
Energy relative to the best compared isomer or geometry (same formula, charge and spin), kcal per mole: 0.0

Last column: Löwdin charge in e.
Atoms and positions in Å:
1 Pd 0.238 0.382 0.149  0.547
2 C 4.023 -1.158 1.638  -0.101
3 N 2.752 -0.397 1.745  -0.373
4 P 1.313 -1.207 2.114  0.789
5 C 1.917 -2.681 2.975  -0.293
6 C 2.583 -2.527 4.193  -0.088
7 C 3.003 -3.642 4.894  -0.058
8 C 2.769 -4.916 4.386  -0.062
9 C 2.119 -5.074 3.174  -0.063
10 C 1.696 -3.955 2.466  -0.094
11 C 0.695 -0.212 3.548  -0.275
12 C 1.210 1.028 3.905  -0.094
13 C 0.760 1.701 5.033  -0.071
14 C -0.207 1.126 5.842  -0.079
15 C -0.723 -0.120 5.508  -0.068
16 C -0.275 -0.784 4.377  -0.084
17 P 2.588 0.986 0.643  1.046
18 C 3.835 2.134 1.313  -0.340
19 C 5.210 2.001 1.113  -0.102
20 C 6.095 2.848 1.759  -0.061
21 C 5.622 3.849 2.598  -0.065
22 C 4.257 4.022 2.767  -0.067
23 C 3.370 3.172 2.123  -0.109
24 C 3.374 0.406 -0.899  -0.374
25 C 3.181 -0.893 -1.360  -0.183
26 C 3.696 -1.295 -2.581  -0.072
27 C 4.402 -0.396 -3.367  -0.069
28 C 4.581 0.909 -2.930  -0.069
29 C 4.065 1.309 -1.707  -0.112
30 H 4.203 -1.736 2.538  0.071
31 H 4.824 -0.430 1.542  0.070
32 H 4.057 -1.824 0.780  0.076
33 H 2.758 -1.536 4.594  0.120
34 H 3.510 -3.522 5.842  0.112
35 H 3.100 -5.785 4.940  0.110
36 H 1.940 -6.064 2.777  0.111
37 H 1.197 -4.075 1.512  0.113
38 H 1.982 1.477 3.304  0.051
39 H 1.176 2.668 5.286  0.107
40 H -0.547 1.634 6.735  0.106
41 H -1.474 -0.582 6.136  0.109
42 H -0.688 -1.756 4.149  0.097
43 H 5.596 1.245 0.442  0.103
44 H 7.160 2.727 1.608  0.111
45 H 6.318 4.500 3.109  0.110
46 H 3.881 4.817 3.396  0.109
47 H 2.303 3.330 2.233  0.097
48 H 2.605 -1.602 -0.775  0.063
49 H 3.525 -2.306 -2.928  0.111
50 H 4.806 -0.709 -4.321  0.107
51 H 5.118 1.619 -3.545  0.109
52 H 4.186 2.338 -1.391  0.113
53 C -2.576 2.791 2.866  -0.041
54 C -2.530 4.042 2.270  -0.054
55 C -1.729 4.236 1.160  -0.007
56 C -0.981 3.171 0.663  -0.242
57 N -1.033 1.964 1.250  0.059
58 C -1.806 1.780 2.320  -0.113
59 C -0.160 3.223 -0.558  -0.209
60 C 0.073 4.411 -1.251  -0.031
61 C 0.732 4.399 -2.468  -0.078
62 C 1.152 3.190 -3.005  -0.079
63 C 0.963 2.007 -2.302  -0.157
64 C 0.325 2.006 -1.065  -0.264
65 H -3.192 2.593 3.732  0.112
66 H -3.122 4.859 2.662  0.115
67 H -1.692 5.202 0.677  0.108
68 H -1.804 0.785 2.747  0.100
69 H -0.267 5.356 -0.846  0.104
70 H 0.904 5.326 -2.999  0.105
71 H 1.646 3.165 -3.969  0.110
72 H 1.310 1.075 -2.728  0.061
73 S 0.027 -1.166 -1.765  0.219
74 Sb -1.919 -0.895 -2.938  1.345
75 C -3.492 0.171 -2.042  -0.350
76 C -4.802 -0.201 -2.330  -0.111
77 C -5.854 0.509 -1.768  -0.069
78 C -5.597 1.583 -0.927  -0.064
79 C -4.290 1.959 -0.652  -0.054
80 C -3.235 1.255 -1.214  -0.135
81 C -2.754 -2.802 -3.228  -0.351
82 C -3.439 -3.331 -2.137  -0.122
83 C -3.936 -4.624 -2.198  -0.063
84 C -3.751 -5.387 -3.342  -0.068
85 C -3.070 -4.859 -4.428  -0.072
86 C -2.564 -3.568 -4.373  -0.106
87 C -1.595 0.166 -4.726  -0.339
88 C -1.195 -0.445 -5.910  -0.113
89 C -1.013 0.319 -7.053  -0.073
90 C -1.218 1.691 -7.012  -0.070
91 C -1.599 2.303 -5.827  -0.071
92 C -1.793 1.543 -4.683  -0.122
93 H -5.010 -1.041 -2.981  0.104
94 H -6.874 0.223 -1.989  0.111
95 H -6.420 2.132 -0.488  0.110
96 H -4.087 2.798 0.002  0.100
97 H -2.213 1.541 -1.000  0.061
98 H -3.585 -2.746 -1.237  0.077
99 H -4.464 -5.034 -1.346  0.110
100 H -4.137 -6.397 -3.386  0.110
101 H -2.928 -5.453 -5.321  0.110
102 H -2.035 -3.173 -5.229  0.080
103 H -1.010 -1.510 -5.953  0.084
104 H -0.713 -0.158 -7.976  0.110
105 H -1.082 2.283 -7.907  0.109
106 H -1.752 3.374 -5.792  0.111
107 H -2.100 2.031 -3.764  0.096
108 N -0.019 -1.325 1.333  -0.262
109 C -1.244 -1.968 1.557  -0.325
110 C -2.367 -1.320 1.024  -0.084
111 C -3.644 -1.830 1.175  -0.095
112 C -3.851 -3.021 1.855  -0.094
113 C -2.747 -3.679 2.378  -0.075
114 C -1.465 -3.168 2.237  -0.050
115 H -2.216 -0.382 0.508  0.048
116 H -4.483 -1.285 0.754  0.107
117 H -4.847 -3.421 1.985  0.102
118 H -2.881 -4.610 2.914  0.107
119 H -0.639 -3.709 2.665  0.082